Record 1
The following is a quantum chemistry calculation of the molecule C16H15N5O3 in a non-equilibrium geometry, from the OMol25 dataset.

* SMILES: O=C(c1ccco1)N1CCN(C(=O)c2cnn3cccnc23)CC1
* charge: 0
* highest occupied orbital energy: -8.8 eV
* LUMO: -0.009 eV
* electronic energy: -1118.197160 Eh

Geometry (Å):
O  -1.2305  3.4949  1.8000
C  -0.3146  2.8829  1.2723
N  0.2337  1.7949  1.8670
C  1.3059  0.9664  1.3807
H  1.9545  0.7229  2.2288
C  0.7179  -0.3145  0.7725
N  -0.3693  -0.7786  1.6093
C  -1.4274  -1.5002  1.1670
O  -2.3852  -1.7541  1.8762
C  -1.3706  -1.9932  -0.2258
C  -0.3576  -2.6575  -0.9203
N  0.8994  -2.9786  -0.6231
C  1.5857  -3.6453  -1.5096
C  1.0679  -4.0378  -2.7629
C  -0.2215  -3.7052  -3.0642
N  -0.9315  -3.0216  -2.1496
N  -2.1887  -2.6291  -2.2461
C  -2.4675  -2.0316  -1.0972
H  -3.4451  -1.6294  -0.9208
H  -0.7242  -3.9543  -3.9865
H  1.6743  -4.5880  -3.4616
H  2.6015  -3.8907  -1.2332
C  -0.3600  -0.3032  2.9747
H  -1.2207  -0.7459  3.4788
C  -0.4556  1.2284  3.0148
H  -0.0189  1.6099  3.9451
H  -1.4949  1.5624  2.9650
H  0.5548  -0.6517  3.4662
H  0.3309  -0.0938  -0.2265
H  1.4922  -1.0852  0.6796
H  1.9025  1.4911  0.6388
C  0.2118  3.3614  -0.0203
C  -0.0020  4.6048  -0.5600
C  0.6089  4.6005  -1.8314
C  1.1390  3.3560  -1.9849
O  0.9081  2.5996  -0.9015
H  1.6830  2.9008  -2.7895
H  0.6442  5.4068  -2.5344
H  -0.5305  5.4059  -0.0872

***

Record 2
The following is a quantum chemistry calculation of a cluster of 2 separate species, C5H8OSe in total in a non-equilibrium geometry, from the OMol25 dataset.

* charge: 0
* highest occupied orbital energy: -8.5 eV
* LUMO: -0.162 eV
* electronic energy: -2671.884067 Eh

Geometry (Å):
C  0.1243  2.1615  -0.4287
C  0.1425  -1.2582  -0.5928
C  0.9634  -0.1950  0.1403
C  -1.0964  -1.5166  0.2468
C  0.0093  0.9366  0.3761
O  1.0418  2.4134  -1.1623
Se  -1.7654  0.2899  0.7062
H  -0.7275  2.8560  -0.2886
H  -0.1479  -0.8731  -1.5742
H  0.7134  -2.1762  -0.7381
H  1.3420  -0.6054  1.0769
H  1.8032  0.1587  -0.4612
H  -1.8814  -2.0582  -0.2829
H  -0.8533  -2.0385  1.1772
H  0.3319  1.9051  1.8052

***

Record 3
The following is a quantum chemistry calculation of a cluster of 2 separate species, C5H13NO7PS2 in total in a non-equilibrium geometry, from the OMol25 dataset.

* charge: +1
* highest occupied orbital energy: -11.5 eV
* LUMO: -6.710 eV
* electronic energy: -1916.789143 Eh

Geometry (Å):
N  -4.6285  -0.8056  2.0699
C  -3.8882  0.0927  2.6864
O  -2.6633  0.7380  3.2588
S  -1.9580  -0.3540  4.4042
C  -0.4272  0.5149  5.0544
S  0.9742  0.0665  3.8353
O  1.6511  -1.2081  4.3947
O  0.3171  -0.1673  2.4261
H  -1.6045  -1.4955  3.6326
H  -0.1800  0.0430  6.1000
H  -0.5299  1.6778  5.1736
H  1.8442  1.1605  3.7042
C  2.8847  1.2857  -3.6498
O  1.5863  0.8038  -3.9532
P  0.4539  0.8225  -2.6455
O  1.3993  -0.0810  -1.8371
O  -0.5891  -0.1071  -3.5223
C  -0.1012  -1.2374  -4.2234
O  -0.6785  0.8412  -1.3377
C  -0.8523  -0.3280  -0.5546
H  3.3601  1.6097  -4.5834
H  2.8347  2.1323  -2.9666
H  3.4868  0.4801  -3.2136
H  0.7764  -1.6752  -3.7408
H  0.1468  -0.9467  -5.2486
H  -0.8897  -1.9932  -4.2603
H  -0.0736  -0.3707  0.2138
H  -0.8311  -1.2332  -1.1655
H  -1.8204  -0.2655  -0.0516

***

Record 4
The following is a quantum chemistry calculation of a structure of composition C52H54AsAuN3O5SeTe in a non-equilibrium geometry, from the OMol25 dataset.

* charge: -2
* multiplicity: 4
* highest occupied orbital energy (alpha / beta): -0.8 / -2.7 eV
* LUMO (alpha / beta): 3.812 / 3.483 eV
* electronic energy: -7595.194295 Eh
* expectation value of S²: 3.829

Geometry (Å):
Au  -2.1025  0.7959  -0.4642
O  -2.1899  3.4763  2.8986
C  -2.3157  2.7944  1.8984
O  -1.7933  1.6326  1.7234
C  -3.1796  3.3099  0.6899
O  -3.8372  4.3231  0.8593
O  -3.1096  2.6420  -0.3951
Se  -4.5939  0.0100  -1.1187
C  -4.6398  -1.7638  -1.3346
N  -4.7398  -2.9056  -1.4891
C  4.4338  1.5424  -5.3006
C  3.5715  0.9513  -4.2142
C  2.6954  -0.0798  -4.6022
C  1.6553  -0.6950  -3.9044
C  0.9506  -1.7614  -4.7113
C  1.1729  -0.4016  -2.6386
As  -0.1740  -1.6668  -1.9350
N  -1.1071  -0.9836  -0.4940
C  -1.8014  -1.9287  0.2276
C  -2.5492  -1.5554  1.3620
C  -3.2431  -2.4830  2.1078
C  -3.2067  -3.8324  1.7958
C  -2.4772  -4.2266  0.6905
C  -1.8035  -3.3008  -0.0743
C  -1.6534  -1.8413  -3.2674
C  -2.4010  -0.7589  -3.7372
C  -1.9249  0.6518  -3.6075
C  -3.5894  -0.9760  -4.4257
C  -4.0576  -2.2504  -4.6836
C  -5.3723  -2.4945  -5.3643
C  -3.2575  -3.3174  -4.3128
C  -2.0692  -3.1324  -3.6241
C  -1.2349  -4.3690  -3.4011
C  1.9303  0.3048  -1.5485
C  2.4580  -0.7879  -0.6117
C  3.6924  1.4588  -2.9591
H  4.8174  0.7562  -5.9498
H  5.2705  2.0896  -4.8738
H  3.8566  2.2336  -5.9161
H  2.8199  -0.4107  -5.6268
H  1.5308  -2.0075  -5.5981
H  -0.0434  -1.4379  -5.0199
H  0.8404  -2.6675  -4.1094
H  -2.6188  -0.5118  1.6312
H  -3.8290  -2.1431  2.9510
H  -3.7674  -4.5536  2.3737
H  -2.4432  -5.2708  0.4076
H  -1.2831  -3.6350  -0.9608
H  -0.9620  0.7004  -3.1026
H  -2.6412  1.2627  -3.0582
H  -1.8151  1.1013  -4.5963
H  -4.1619  -0.1184  -4.7521
H  -5.7351  -1.5960  -5.8606
H  -6.1085  -2.7942  -4.6180
H  -5.2871  -3.2987  -6.0978
H  -3.5724  -4.3252  -4.5497
H  -0.9336  -4.7696  -4.3713
H  -1.8115  -5.1330  -2.8830
H  -0.3315  -4.1509  -2.8251
H  1.6349  -1.2152  -0.0403
H  3.1787  -0.3525  0.0775
H  2.9454  -1.5694  -1.1987
H  4.4029  2.2625  -2.7790
C  4.4489  -3.4273  5.1819
C  3.6180  -2.5376  4.3029
C  2.5138  -3.0387  3.6346
C  1.6913  -2.2167  2.8792
C  0.5320  -2.8331  2.1637
C  1.9522  -0.8440  2.7705
Te  0.2757  0.3694  1.9258
N  1.1749  1.3525  0.5574
C  1.0797  1.3158  -0.7765
O  3.1362  1.1021  -1.8085
C  0.5200  2.4197  -1.4858
C  0.6726  2.6250  -2.8771
C  0.1042  3.7049  -3.5121
C  -0.6304  4.6463  -2.8033
C  -0.7881  4.4787  -1.4310
C  -0.2268  3.4021  -0.7924
C  0.4972  1.8086  3.5176
C  -0.0962  1.3638  4.7013
C  -0.6546  -0.0227  4.7940
C  -0.2252  2.2108  5.7912
C  0.2135  3.5231  5.7384
C  0.0238  4.4753  6.8847
C  0.8037  3.9541  4.5662
C  0.9344  3.1312  3.4526
C  1.5416  3.7701  2.2397
C  3.1084  -0.3565  3.3815
C  3.5161  1.0737  3.2085
C  3.9191  -1.1944  4.1385
H  4.0623  -4.4440  5.1632
H  4.4306  -3.0738  6.2129
H  5.4864  -3.4401  4.8513
H  2.2773  -4.0935  3.7151
H  0.4545  -3.8989  2.3760
H  0.6494  -2.7117  1.0833
H  -0.4105  -2.3608  2.4468
H  1.2406  1.9289  -3.4717
H  0.2398  3.8139  -4.5840
H  -1.0773  5.4918  -3.3088
H  -1.3635  5.1907  -0.8542
H  -0.3679  3.2830  0.2678
H  0.1021  -0.7702  4.5531
H  -1.4808  -0.1154  4.0882
H  -1.0357  -0.2279  5.7934
H  -0.7208  1.8470  6.6835
H  -0.3509  3.9605  7.7671
H  -0.6962  5.2437  6.6033
H  0.9634  4.9684  7.1371
H  1.1444  4.9799  4.4905
H  2.5359  4.1609  2.4676
H  0.9109  4.6051  1.9316
H  1.6097  3.0585  1.4253
H  3.0090  1.4984  2.3484
H  4.5945  1.1427  3.0684
H  3.2538  1.6583  4.0898
H  4.7991  -0.7835  4.6203

***

Record 5
The following is a quantum chemistry calculation of the molecule CH3IS in a non-equilibrium geometry, from the OMol25 dataset.

* SMILES: SCI
* charge: 0
* highest occupied orbital energy: -9.2 eV
* LUMO: -0.031 eV
* electronic energy: -735.730288 Eh

Geometry (Å):
C  -0.2519  0.0091  -0.5566
S  0.7831  0.9652  0.9734
I  0.6432  -1.9441  -0.9539
H  -1.2976  -0.3146  -0.3467
H  0.0481  0.8204  -1.2252
H  0.0750  0.4640  2.1090

***

Record 6
The following is a quantum chemistry calculation of a structure of composition C36H34N6O3PS2Ti, from the OMol25 dataset.

* charge: +1
* multiplicity: 3
* highest occupied orbital energy (alpha / beta): -8.4 / -11.2 eV
* LUMO (alpha / beta): -3.001 / -3.189 eV
* electronic energy: -3933.679901 Eh
* expectation value of S²: 2.016

Geometry (Å):
Ti  -1.0050  -0.8678  -1.0155
S  -2.4256  -6.0473  4.1437
N  -1.6173  -6.1568  2.7515
C  -1.7957  -5.0163  2.1097
C  -1.2735  -4.7006  0.8001
C  -0.5709  -5.5887  0.0039
C  -0.1288  -5.1531  -1.2460
C  -0.3564  -3.8522  -1.6345
N  -1.0130  -2.9655  -0.8640
C  -1.5132  -3.3930  0.3243
C  -2.3045  -2.4493  1.0563
N  -2.5017  -1.2360  0.4674
C  -3.2990  -0.3576  1.1006
C  -3.8778  -0.6026  2.3270
C  -3.6399  -1.8170  2.9647
C  -2.8502  -2.7554  2.3220
C  -2.5560  -4.0661  2.8536
N  -2.9307  -4.5170  4.0386
H  -0.3854  -6.5961  0.3486
H  0.3996  -5.8206  -1.9107
H  -0.0006  -3.4642  -2.5790
H  -3.4641  0.5815  0.5890
H  -4.5106  0.1467  2.7801
H  -4.0692  -2.0392  3.9313
O  0.0396  -1.1623  -2.9019
S  -1.0729  -0.6121  -3.7369
O  -1.4812  -1.4193  -4.8342
O  -2.1344  -0.3291  -2.7184
C  -0.4833  0.9443  -4.3629
C  -0.5353  1.1315  -5.7337
C  -0.0162  2.2904  -6.2905
C  0.5696  3.2451  -5.4748
C  0.6118  3.0508  -4.1020
C  0.0736  1.9054  -3.5226
P  0.0382  1.7295  -1.6998
C  -0.9093  3.1903  -1.1861
C  -2.2428  2.9489  -0.8642
C  -3.0913  3.9910  -0.5214
C  -2.6079  5.2893  -0.4860
C  -1.2827  5.5434  -0.8169
C  -0.4399  4.5041  -1.1753
C  1.7729  1.9132  -1.2085
C  2.2776  2.8469  -0.3112
C  3.6187  2.8059  0.0537
C  4.4580  1.8382  -0.4724
C  3.9554  0.8969  -1.3632
C  2.6209  0.9287  -1.7262
H  -0.9710  0.3621  -6.3559
H  -0.0590  2.4367  -7.3609
H  0.9930  4.1433  -5.9036
H  1.0740  3.8011  -3.4744
H  -2.6282  1.9375  -0.9277
H  -4.1284  3.7872  -0.2897
H  -3.2622  6.1058  -0.2116
H  -0.9055  6.5573  -0.8039
H  0.5815  4.7286  -1.4497
H  1.6349  3.5975  0.1275
H  4.0044  3.5415  0.7477
H  5.5031  1.8162  -0.1936
H  4.6062  0.1381  -1.7777
H  2.2270  0.1887  -2.4171
C  1.0828  1.7001  3.0306
C  0.4781  0.3451  3.3824
N  1.1796  -0.8024  2.8079
C  2.0831  -1.5301  3.7025
C  3.3849  -0.7847  3.9632
C  0.9943  -1.1361  1.5202
C  1.6739  -2.3581  0.9763
N  0.2676  -0.4225  0.7003
H  0.5267  2.4927  3.5311
H  1.0622  1.8995  1.9593
H  2.1223  1.7586  3.3487
H  -0.5721  0.2933  3.0756
H  0.4874  0.2081  4.4634
H  2.2884  -2.5091  3.2832
H  1.5481  -1.7020  4.6388
H  3.8823  -0.5314  3.0257
H  4.0592  -1.4080  4.5501
H  3.2150  0.1355  4.5209
H  2.7552  -2.2602  1.0787
H  1.4388  -2.4562  -0.0790
H  1.3636  -3.2657  1.4944
H  -0.0406  0.4553  1.1092

***

Record 7
The following is a quantum chemistry calculation of the molecule C4H5NO in a non-equilibrium geometry, from the OMol25 dataset.

* charge: 0
* highest occupied orbital energy: -9.2 eV
* LUMO: 0.500 eV
* electronic energy: -285.299347 Eh

Geometry (Å):
O  -0.3299  1.2646  1.3374
C  -0.3918  0.8297  0.2092
C  -1.1099  -0.4295  -0.3247
C  0.2177  -1.1588  -0.1765
C  1.1686  -0.1894  -0.1236
N  0.6731  1.0277  -0.7480
H  -1.5595  -0.2985  -1.3109
H  -1.8360  -0.8086  0.3988
H  0.3147  -2.1116  0.3310
H  1.6088  0.0576  0.8646
H  1.2441  1.8168  -0.4574

***

Record 8
The following is a quantum chemistry calculation of a cluster of 2 separate species, C4H13NO2 in total in a non-equilibrium geometry, from the OMol25 dataset.

* charge: +1
* multiplicity: 2
* highest occupied orbital energy (alpha / beta): -14.4 / -14.4 eV
* LUMO (alpha / beta): -3.100 / -7.185 eV
* electronic energy: -365.102000 Eh
* expectation value of S²: 0.754

Geometry (Å):
C  -1.7960  0.3424  -0.4468
O  -3.1170  0.7771  -0.2789
C  -1.6708  -0.9049  0.4260
N  -0.4332  -1.6795  0.0972
H  -1.0937  1.1205  -0.1221
H  -1.5692  0.0863  -1.4912
H  -3.2794  1.5470  -0.8307
H  -1.6256  -0.6345  1.4796
H  -2.5428  -1.5238  0.2721
H  0.4791  -0.9478  -0.1181
H  -0.5575  -2.2238  -0.7414
H  -0.1992  -2.3136  0.8448
C  2.0991  0.5266  0.5135
O  1.4707  -0.1284  -0.4993
C  3.4068  1.1665  0.1320
H  2.2271  -0.1671  1.3640
H  1.3830  1.2790  0.9047
H  3.7685  1.7646  0.9638
H  3.3178  1.7975  -0.7471
H  4.1486  0.3918  -0.0733